A | # C2H3N3O4

A cluster of 2 separate species, C2H3N3O4 in total (ωB97M-V with the def2-TZVPD basis set, the Open Molecules 2025 dataset).

Element x y z (Å)
C1 1.217 -1.491 -1.698
C2 -0.170 1.104 1.833
N1 1.871 -2.392 -1.990
N2 0.311 -0.722 -1.164
N3 -1.014 -0.730 -1.304
O1 -1.493 -1.409 -2.181
O2 -1.637 -0.001 -0.579
O3 1.000 0.976 1.189
O4 1.047 1.297 -0.033
H1 -0.267 2.085 2.140
H2 0.150 0.414 2.632
H3 -1.015 0.869 1.153

Frontier orbital gap (alpha / beta) (eV): 5.65 / 5.61

B | # C2H3N3O4

A cluster of 3 separate species, C2H3N3O4 in total (ωB97M-V with the def2-TZVPD basis set, the Open Molecules 2025 dataset).

Element x y z (Å)
C1 1.017 0.194 -0.558
C2 -2.963 -0.557 0.656
N1 2.907 0.580 0.906
N2 0.915 -1.112 -0.736
N3 -0.088 1.036 -0.367
O1 -3.893 -0.054 1.111
O2 -0.313 1.482 0.729
O3 -2.035 -1.032 0.202
O4 -0.728 1.101 -1.411
H1 3.220 1.538 0.660
H2 1.844 -1.652 -0.736
H3 0.116 -1.523 -0.456

Frontier orbital gap (alpha / beta) (eV): 8.19 / 8.40

Short version: B, A, most stable first.

A | # C4H16NO3

A cluster of 4 separate species, C4H16NO3 in total (ωB97M-V with the def2-TZVPD basis set, the Open Molecules 2025 dataset).

Element x y z (Å)
C1 -3.172 1.477 0.297
C2 -1.968 2.288 0.772
C3 -1.202 2.802 -0.399
C4 1.277 2.446 -0.139
N1 0.138 2.041 -0.464
H1 -4.044 1.378 0.941
H2 -2.931 0.456 -0.018
H3 -3.578 1.988 -0.600
H4 -1.436 1.643 1.465
H5 -2.356 3.094 1.423
H6 -0.722 3.818 -0.423
H7 -1.742 2.743 -1.354
H8 1.574 3.464 0.069
H9 2.233 1.867 -0.048
H10 0.025 1.034 -0.558
H11 4.892 -4.271 1.724
H12 4.333 -5.746 1.694
O1 4.139 -4.825 1.511
H13 0.026 -5.248 -0.609
H14 -1.077 -5.710 -1.537
O2 -0.164 -5.399 -1.544
H15 2.596 -0.042 -0.516
H16 1.491 -1.104 -0.974
O3 1.668 -0.194 -0.713

Charge: +1
Frontier orbital gap (eV): 9.05

B | # C4H16NO3

A cluster of 4 separate species, C4H16NO3 in total (ωB97M-V with the def2-TZVPD basis set, the Open Molecules 2025 dataset).

Element x y z (Å)
C1 -0.738 -0.949 -0.334
C2 0.104 -1.937 0.471
C3 1.470 -1.432 0.851
C4 1.934 -1.420 2.089
N1 0.156 -0.151 -1.254
H1 -1.436 -1.452 -0.957
H2 -1.132 -0.175 0.314
H3 -0.393 -2.232 1.394
H4 0.217 -2.872 -0.083
H5 2.217 -1.226 0.086
H6 2.933 -1.112 2.374
H7 1.363 -1.685 2.975
H8 0.535 0.704 -0.852
H9 0.965 -0.584 -1.691
H10 -0.436 0.232 -1.996
H11 -2.510 2.068 -1.959
H12 -2.506 1.383 -0.716
O1 -1.861 1.590 -1.416
H13 -3.048 0.991 2.864
H14 -2.487 2.443 2.621
O2 -2.625 1.577 2.232
H15 2.857 1.613 -1.315
H16 2.827 1.354 -2.809
O3 2.257 1.373 -2.033

Charge: +1
Frontier orbital gap (eV): 10.62

Short version: B, A, most stable first.

A | # CH5N2S

The ion CH5N2S with charge +1 (ωB97M-V with the def2-TZVPD basis set, the Open Molecules 2025 dataset).

Element x y z (Å)
N1 -0.897 0.556 -0.286
C1 0.241 -0.074 0.467
N2 0.889 -1.055 -0.274
S1 1.833 0.337 -0.057
H1 -1.186 -0.146 -1.025
H2 -0.583 1.270 -0.991
H3 -1.594 1.099 0.147
H4 0.153 -0.214 1.583
H5 1.144 -1.773 0.436

SMILES: [NH3+][C@H]1NS1
Charge: +1
Frontier orbital gap (eV): 9.99

B | # CH5N2S

A cluster of 2 separate species, CH5N2S in total (ωB97M-V with the def2-TZVPD basis set, the Open Molecules 2025 dataset).

Element x y z (Å)
C1 0.366 -0.122 -0.501
N1 -0.473 -0.062 -1.436
N2 0.460 0.709 0.515
S1 1.607 0.710 1.755
H1 0.954 -0.987 -0.633
H2 -0.506 -0.631 -2.259
H3 -1.124 0.698 -1.484
H4 -0.122 1.527 0.585
H5 1.028 -0.546 3.780

Charge: +1
Frontier orbital gap (alpha / beta) (eV): 9.78 / 7.80

Short version: A, B, most stable first.

A | # CH5N2S

The ion CH5N2S with charge +1 (ωB97M-V with the def2-TZVPD basis set, the Open Molecules 2025 dataset).

Element x y z (Å)
N1 -1.101 -0.982 0.056
C1 -0.748 0.269 0.156
N2 0.508 0.675 0.116
S1 2.032 -0.267 0.003
H1 -0.394 -1.696 -0.076
H2 -2.065 -1.276 0.076
H3 -1.507 1.030 0.296
H4 0.675 1.669 0.232
H5 2.600 0.579 -0.860

SMILES: [NH2+]=CNS
Charge: +1
Frontier orbital gap (eV): 10.58

B | # CH5N2S

A cluster of 2 separate species, CH5N2S in total (ωB97M-V with the def2-TZVPD basis set, the Open Molecules 2025 dataset).

Element x y z (Å)
C1 -0.491 -0.292 0.726
N1 -0.370 0.287 1.926
N2 -0.055 0.044 -0.405
S1 1.091 -0.943 -3.274
H1 -0.946 -1.251 0.876
H2 -0.945 -0.064 2.701
H3 0.184 1.135 1.954
H4 0.294 0.908 -0.763
H5 1.238 0.175 -3.741

Charge: +1
Frontier orbital gap (alpha / beta) (eV): 5.12 / 4.99

Short version: A, B, most stable first.

A | # C6H12N

A cluster of 2 separate species, C6H12N in total (ωB97M-V with the def2-TZVPD basis set, the Open Molecules 2025 dataset).

Element x y z (Å)
C1 -0.016 -2.740 -0.071
C2 -0.934 -2.016 0.577
C3 -1.515 -0.773 0.076
C4 -2.527 -0.156 0.689
H1 0.409 -2.346 -0.992
H2 0.450 -3.644 0.292
H3 -1.323 -2.447 1.495
H4 -1.125 -0.394 -0.868
H5 -2.849 0.864 0.533
H6 -3.009 -0.664 1.520
C5 1.390 2.105 0.002
C6 0.533 1.281 0.685
N1 2.031 1.606 -1.267
H7 1.650 3.139 0.168
H8 -0.390 1.623 1.141
H9 0.732 0.207 0.770
H10 1.495 0.778 -1.565
H11 2.004 2.280 -2.052
H12 2.991 1.297 -1.134

Multiplicity: 2
Frontier orbital gap (alpha / beta) (eV): 4.99 / 8.06

B | # C6H12N

An isolated molecule of C6H12N (ωB97M-V with the def2-TZVPD basis set, the Open Molecules 2025 dataset).

Element x y z (Å)
C1 1.716 -0.453 -0.477
C2 0.732 -0.635 0.727
C3 -0.642 -0.186 0.396
C4 -1.489 0.414 1.404
C5 -1.913 0.449 -1.230
C6 -1.149 -0.661 -0.846
N1 2.340 0.837 -0.229
H1 1.068 -0.580 -1.397
H2 2.346 -1.368 -0.552
H3 1.102 0.044 1.542
H4 0.738 -1.626 1.151
H5 -2.532 0.022 1.481
H6 -1.570 1.483 1.218
H7 -1.407 1.431 -1.268
H8 -3.080 0.346 -1.369
H9 -1.229 -1.708 -1.212
H10 2.802 0.881 0.706
H11 -1.182 0.412 2.447
H12 3.039 1.236 -0.991

Multiplicity: 2
Frontier orbital gap (alpha / beta) (eV): 8.47 / 7.99

Short version: B, A, most stable first.

A | # C23H29N3O4S

An isolated molecule of C23H29N3O4S (ωB97M-V with the def2-TZVPD basis set, the Open Molecules 2025 dataset).

Element x y z (Å)
C1 -5.273 -3.160 -2.137
O1 -4.753 -3.209 -0.832
C2 -3.696 -2.400 -0.524
C3 -3.092 -1.503 -1.396
C4 -2.028 -0.725 -0.973
C5 -1.544 -0.809 0.328
N1 -0.494 0.019 0.737
C6 0.120 -0.154 2.029
C7 0.890 -1.466 2.123
O2 0.664 -2.324 2.950
N2 1.878 -1.603 1.209
N3 2.160 -0.614 0.331
C8 3.118 -0.671 -0.500
C9 4.057 -1.847 -0.634
C10 5.387 -1.622 -1.357
C11 6.412 -0.782 -0.591
C12 6.245 0.739 -0.656
C13 5.111 1.310 0.208
C14 3.861 1.700 -0.580
C15 3.262 0.534 -1.376
S1 -0.249 1.484 -0.045
O3 0.636 2.262 0.772
O4 0.120 1.299 -1.419
C16 -1.886 2.221 0.014
C17 -2.537 2.587 -1.147
C18 -3.807 3.134 -1.066
C19 -4.408 3.308 0.170
C20 -3.741 2.946 1.330
C21 -2.471 2.399 1.253
C22 -2.138 -1.730 1.194
C23 -3.193 -2.509 0.771
H1 -5.664 -2.165 -2.377
H2 -4.522 -3.444 -2.881
H3 -6.089 -3.881 -2.156
H4 -3.429 -1.401 -2.415
H5 -1.552 -0.063 -1.675
H6 0.827 0.672 2.133
H7 -0.613 -0.120 2.844
H8 2.403 -2.479 1.230
H9 4.285 -2.235 0.366
H10 3.507 -2.633 -1.167
H11 5.223 -1.196 -2.347
H12 5.826 -2.613 -1.511
H13 6.425 -1.095 0.456
H14 7.396 -1.017 -1.008
H15 6.109 1.047 -1.694
H16 7.190 1.173 -0.319
H17 4.839 0.588 0.979
H18 5.469 2.205 0.722
H19 4.102 2.511 -1.270
H20 3.100 2.060 0.113
H21 2.269 0.834 -1.712
H22 3.876 0.308 -2.244
H23 -2.040 2.441 -2.092
H24 -4.328 3.423 -1.967
H25 -5.399 3.732 0.232
H26 -4.209 3.089 2.292
H27 -1.926 2.118 2.140
H28 -1.772 -1.865 2.197
H29 -3.648 -3.222 1.440

SMILES: COc1ccc(N(CC(=O)NN=C2CCCCCCC2)S(=O)(=O)c2ccccc2)cc1
Frontier orbital gap (eV): 8.45

B | # C23H29N3O4S

An isolated molecule of C23H29N3O4S (ωB97M-V with the def2-TZVPD basis set, the Open Molecules 2025 dataset).

Element x y z (Å)
O1 3.184 2.113 -1.120
C1 2.054 1.849 -0.767
N1 1.134 2.871 -0.726
C2 -0.223 2.910 -0.425
C3 -0.746 4.081 0.134
C4 -2.089 4.187 0.439
C5 -2.947 3.124 0.196
C6 -2.428 1.980 -0.373
S1 -3.464 0.566 -0.731
O2 -3.141 0.056 -2.029
O3 -4.832 0.917 -0.457
N2 -2.842 -0.514 0.399
C7 -3.324 -0.297 1.749
C8 -4.682 -0.974 1.970
O4 -4.627 -2.342 1.629
C9 -4.256 -2.514 0.278
C10 -2.874 -1.913 0.014
C11 -1.093 1.857 -0.697
C12 1.622 0.483 -0.237
C13 1.087 -0.427 -1.325
C14 0.557 -1.656 -0.950
C15 0.047 -2.518 -1.903
C16 0.053 -2.156 -3.240
C17 0.585 -0.937 -3.620
C18 1.106 -0.077 -2.668
N3 2.676 -0.201 0.496
C19 3.799 -0.675 -0.297
C20 4.593 -1.684 0.528
C21 5.104 -1.021 1.803
C22 3.922 -0.432 2.566
C23 3.142 0.522 1.664
H1 1.561 3.777 -0.898
H2 -0.084 4.914 0.325
H3 -2.470 5.101 0.869
H4 -4.001 3.174 0.416
H5 -3.405 0.778 1.908
H6 -2.582 -0.713 2.438
H7 -4.969 -0.934 3.022
H8 -5.437 -0.461 1.357
H9 -4.257 -3.590 0.097
H10 -4.990 -2.026 -0.381
H11 -2.623 -1.959 -1.045
H12 -2.115 -2.438 0.601
H13 -0.774 0.956 -1.191
H14 0.814 0.654 0.491
H15 0.561 -1.928 0.094
H16 -0.358 -3.473 -1.603
H17 -0.354 -2.824 -3.984
H18 0.598 -0.653 -4.661
H19 1.530 0.868 -2.975
H20 3.410 -1.152 -1.198
H21 4.458 0.153 -0.597
H22 5.426 -2.064 -0.066
H23 3.943 -2.521 0.786
H24 5.633 -1.746 2.425
H25 5.802 -0.223 1.543
H26 4.265 0.103 3.453
H27 3.258 -1.238 2.883
H28 2.274 0.914 2.203
H29 3.789 1.372 1.388

SMILES: O=C(Nc1cccc(S(=O)(=O)N2CCOCC2)c1)[C@@H](c1ccccc1)N1CCCCC1
Frontier orbital gap (eV): 8.98

C | # C23H29N3O4S

An isolated molecule of C23H29N3O4S (ωB97M-V with the def2-TZVPD basis set, the Open Molecules 2025 dataset).

Element x y z (Å)
C1 3.230 1.649 1.959
O1 1.851 1.355 2.017
C2 1.137 1.375 0.867
C3 1.669 1.594 -0.402
C4 0.844 1.586 -1.513
C5 -0.520 1.356 -1.393
C6 -1.386 1.419 -2.619
O2 -1.623 2.479 -3.165
N1 -1.888 0.242 -3.056
C7 -1.507 -1.051 -2.538
C8 -0.294 -1.639 -3.265
C9 -0.447 -1.621 -4.790
N2 -0.368 -0.255 -5.280
C10 0.518 -0.082 -6.408
C11 -1.649 0.381 -5.518
C12 -2.599 0.251 -4.316
C13 -1.053 1.146 -0.127
C14 -0.232 1.145 0.979
S1 -0.984 0.874 2.592
O3 -2.305 0.367 2.357
O4 -0.865 2.048 3.400
N3 -0.060 -0.323 3.335
C15 0.620 0.084 4.551
C16 1.410 -1.077 5.136
C17 2.421 -1.559 4.102
C18 1.694 -1.936 2.842
C19 2.196 -2.905 1.989
C20 1.512 -3.285 0.848
C21 0.278 -2.717 0.578
C22 -0.244 -1.753 1.418
C23 0.469 -1.327 2.539
H1 3.576 1.650 2.991
H2 3.412 2.634 1.521
H3 3.775 0.886 1.393
H4 2.724 1.774 -0.533
H5 1.264 1.763 -2.492
H6 -2.366 -1.721 -2.656
H7 -1.285 -0.966 -1.474
H8 0.591 -1.056 -3.006
H9 -0.144 -2.665 -2.924
H10 0.372 -2.202 -5.222
H11 -1.386 -2.112 -5.084
H12 1.503 -0.474 -6.155
H13 0.616 0.982 -6.619
H14 0.160 -0.584 -7.321
H15 -1.447 1.441 -5.689
H16 -2.157 -0.025 -6.413
H17 -3.279 1.107 -4.318
H18 -3.189 -0.665 -4.379
H19 -2.109 0.981 0.024
H20 1.282 0.930 4.338
H21 -0.151 0.428 5.244
H22 1.909 -0.750 6.049
H23 0.728 -1.892 5.385
H24 3.140 -0.762 3.894
H25 2.980 -2.419 4.479
H26 3.144 -3.368 2.227
H27 1.925 -4.034 0.190
H28 -0.288 -3.035 -0.285
H29 -1.221 -1.337 1.237

SMILES: COc1ccc(C(=O)N2CCCN(C)CC2)cc1S(=O)(=O)N1CCCc2ccccc21
Frontier orbital gap (eV): 8.84

Short version: B, C, A, most stable first.